{
  "formula": "C28H42BrI2N5O2S2SiTa",
  "method": "ωB97M-V with the def2-TZVPD basis set",
  "species": ["H", "Br", "Ta", "C", "H", "N", "N", "H", "H", "C", "C", "C", "H", "I", "H", "C", "C", "C", "H", "H", "O", "N", "C", "H", "H", "C", "N", "H", "H", "H", "H", "H", "O", "H", "C", "C", "C", "C", "H", "H", "C", "H", "H", "C", "H", "H", "C", "Si", "C", "H", "I", "H", "H", "C", "H", "H", "S", "C", "C", "N", "H", "H", "C", "H", "H", "H", "C", "H", "H", "H", "H", "C", "C", "C", "H", "C", "H", "H", "H", "H", "H", "C", "S", "C"],
  "positions_angstrom": [[-0.962, 7.511, -3.592], [-0.516, 1.399, -0.094], [-0.615, -1.050, 0.208], [1.215, -5.772, -1.014], [-5.766, -3.507, 2.393], [-0.155, -7.930, -3.631], [0.366, -1.775, -1.309], [-3.953, -3.469, 4.100], [-4.556, 4.869, -0.565], [-2.477, 5.546, -0.386], [2.933, 0.195, -2.635], [3.708, -0.754, -3.285], [0.733, 3.623, -2.743], [-1.956, 1.202, 3.212], [-3.235, 2.869, -5.131], [-3.820, -2.991, 3.142], [-0.487, 6.623, -3.999], [-0.623, -5.656, -3.123], [0.251, 0.871, 4.708], [-4.031, 5.248, 1.056], [-0.637, -2.986, 0.398], [1.823, -0.130, -1.976], [-4.355, 4.705, -3.589], [-1.772, 5.515, 1.637], [1.507, -7.804, -1.561], [0.682, 6.242, -1.833], [2.201, -2.413, -2.511], [-2.674, 2.055, -2.098], [3.197, 1.244, -2.610], [-1.834, -2.282, 3.574], [-4.123, 1.970, -3.095], [1.917, -5.807, -0.197], [1.694, -2.747, 0.467], [1.573, 6.637, -2.317], [0.127, 1.022, 3.635], [-0.392, -4.543, -2.362], [-4.601, -2.441, 0.943], [0.986, -6.886, -1.785], [-2.105, 4.203, -5.146], [3.860, -2.905, -3.584], [-4.825, -3.023, 2.182], [-0.906, -3.617, -2.576], [-0.813, -7.880, -4.392], [-3.540, 2.614, -2.443], [-0.525, 5.977, 0.501], [0.119, 3.988, -4.366], [0.069, -6.862, -2.863], [-1.900, 4.951, -2.157], [-3.117, 3.864, -3.233], [-1.328, -5.624, -3.938], [1.027, -0.709, 2.585], [0.622, 1.937, 3.308], [-1.115, 6.232, -4.793], [-3.716, 4.796, 0.118], [-5.339, -2.477, 0.160], [1.002, 5.518, -1.089], [-2.876, -1.085, -0.780], [-2.814, 7.043, -0.492], [3.306, -2.078, -3.163], [-2.435, -1.725, 1.678], [-1.026, 4.281, 0.628], [1.573, 4.771, -3.786], [-1.367, 5.314, 0.649], [-3.649, 7.216, -1.168], [-4.087, 5.565, -4.198], [-4.156, 2.860, -1.589], [-3.384, -1.815, 0.732], [-3.100, 7.415, 0.489], [-3.482, 3.754, 0.321], [0.457, 6.929, -4.445], [-4.882, 5.062, -2.710], [0.593, 4.406, -3.486], [-2.640, -2.335, 2.850], [-0.203, 5.585, -2.899], [4.590, -0.485, -3.844], [0.534, -4.596, -1.318], [-5.048, 4.096, -4.165], [0.190, 7.078, -1.347], [-1.970, 7.635, -0.835], [0.334, -8.799, -3.495], [-1.676, 2.675, -4.351], [-2.478, 3.382, -4.542], [0.614, -3.120, -0.412], [1.504, -1.417, -1.993]],
  "charge": 3,
  "lumo_ev": -9.5,
  "de_lowest_kcal_mol": 105.2
}

{
  "formula": "C28H42BrN3P2Sn",
  "method": "ωB97M-V with the def2-TZVPD basis set",
  "species": ["H", "Sn", "H", "H", "C", "H", "N", "H", "H", "H", "N", "H", "H", "H", "H", "C", "H", "C", "H", "C", "H", "C", "C", "H", "C", "H", "Br", "C", "C", "C", "C", "C", "H", "H", "P", "H", "H", "H", "H", "H", "H", "C", "C", "C", "C", "H", "H", "C", "C", "H", "C", "H", "H", "C", "H", "P", "H", "C", "N", "C", "H", "C", "C", "H", "H", "C", "H", "H", "C", "H", "H", "C", "H", "H", "C", "H", "H"],
  "positions_angstrom": [[4.130, 0.254, 1.268], [0.438, -0.107, 0.009], [-2.259, -2.193, 0.005], [-4.544, 1.127, -1.248], [6.782, -1.206, -2.015], [-2.252, 1.985, -0.754], [-1.798, -0.090, -0.233], [5.071, 1.732, -7.923], [3.659, -2.048, 1.865], [6.731, -1.311, -3.105], [-3.786, 0.524, -0.944], [-0.086, 2.289, 3.288], [1.650, 4.150, 3.385], [5.650, -0.135, 3.184], [3.317, -2.378, 0.149], [2.250, 1.121, -5.848], [5.203, -4.163, 1.833], [5.400, -1.433, -1.390], [3.075, -0.978, -4.422], [-0.266, 3.565, 0.671], [5.687, 2.347, -10.262], [2.551, 1.495, -6.968], [2.289, -0.394, -3.937], [3.677, 3.883, -0.918], [2.660, 3.825, -0.507], [-0.562, 1.728, -2.312], [0.700, -2.724, 0.156], [4.059, -2.514, 0.951], [4.339, -4.004, 1.176], [1.768, 0.742, -4.580], [-0.111, 4.873, 1.447], [2.419, 2.454, -10.593], [6.072, 1.464, 2.554], [2.461, 4.779, -0.003], [5.547, -1.574, 0.445], [1.208, 1.081, 3.180], [0.351, 2.381, -4.519], [-1.281, 3.167, 0.832], [2.153, -1.670, -2.220], [2.941, 2.930, 3.339], [4.979, -2.387, -1.744], [5.205, 0.134, 1.058], [0.746, 1.510, -3.990], [2.932, 1.859, -8.306], [4.637, 2.278, -9.967], [7.508, -1.943, -1.648], [7.086, 0.067, 2.165], [-2.542, 0.944, -0.659], [0.844, 0.061, -2.094], [-0.354, 4.758, 2.508], [0.257, 1.145, -2.741], [0.907, 2.060, -9.102], [-0.174, 3.751, -0.410], [2.567, 2.638, 0.447], [-4.762, -1.423, -0.815], [0.889, 2.220, 1.106], [3.265, 2.758, 1.291], [6.049, 0.395, 2.311], [3.714, 2.529, -10.895], [1.973, 2.120, -9.306], [5.486, 0.831, 0.253], [1.791, -0.761, -2.694], [0.943, 2.124, 2.931], [-0.808, 5.613, 1.040], [2.904, 1.729, -0.082], [-3.860, -0.849, -0.694], [7.170, -0.207, -1.796], [0.889, 5.312, 1.366], [1.897, 3.107, 3.611], [1.703, 2.665, -11.393], [4.697, -0.623, -1.650], [4.293, 1.938, -8.653], [4.530, -4.521, 0.229], [3.468, -4.481, 1.639], [-2.622, -1.218, -0.270], [1.972, 3.725, -1.356], [1.832, 2.993, 4.698]],
  "charge": 2,
  "lumo_ev": -8.5,
  "de_lowest_kcal_mol": 0.0
}

{
  "formula": "C28H42ClF2NO8S2",
  "method": "ωB97M-V with the def2-TZVPD basis set",
  "species": ["O", "O", "Cl", "H", "H", "O", "H", "C", "H", "C", "C", "H", "H", "H", "N", "C", "H", "C", "H", "H", "C", "H", "C", "C", "C", "S", "C", "H", "C", "O", "H", "H", "O", "C", "H", "H", "C", "H", "H", "H", "C", "C", "C", "C", "H", "H", "H", "C", "H", "H", "H", "H", "H", "C", "C", "C", "O", "O", "H", "S", "H", "F", "H", "H", "H", "C", "C", "C", "H", "C", "H", "H", "H", "C", "F", "H", "C", "O", "H", "H", "H", "H", "H", "C"],
  "positions_angstrom": [[-2.102, -2.300, 0.475], [2.581, 6.794, -2.675], [-2.649, 3.504, -1.292], [-0.031, 1.661, -2.845], [2.257, -1.300, -2.562], [0.776, 5.453, -2.784], [-4.217, 1.142, 1.984], [-4.559, 0.937, -0.791], [-5.445, -0.583, 3.713], [4.040, 5.188, -1.955], [-2.327, 0.010, 0.174], [-5.585, 0.620, -0.620], [2.118, 3.261, 2.742], [-3.769, -0.958, 4.070], [2.739, 0.068, 1.986], [-4.425, -0.223, 3.617], [4.219, -1.470, 2.029], [0.573, -2.106, -1.422], [2.098, -2.661, 3.603], [3.877, 1.816, 2.373], [3.312, -1.172, 2.553], [1.398, -2.109, 2.065], [1.743, -1.123, -1.624], [-1.354, -1.166, -0.041], [0.732, -7.578, -3.184], [3.029, -1.291, -0.329], [-1.636, 0.214, 2.700], [-4.838, -0.428, 1.516], [2.319, -2.361, 2.583], [1.737, -5.576, -3.647], [-2.388, 3.782, 3.490], [-0.477, 1.077, 0.064], [-2.901, -2.620, 2.533], [0.403, -5.382, -3.511], [2.751, -3.199, 2.041], [-1.750, 2.084, 0.674], [2.860, 0.219, 0.631], [0.483, 2.425, -1.324], [1.102, 2.024, 2.058], [-1.665, -0.397, 3.599], [-2.174, 2.766, 3.270], [1.901, 5.638, -2.471], [2.061, -6.860, -3.105], [-1.881, 1.619, 3.074], [-0.785, -0.561, -2.042], [-3.231, -0.494, -1.705], [3.613, -0.982, 3.578], [-1.660, 1.977, -1.457], [-0.398, 3.333, -2.571], [3.800, 7.126, -1.036], [-1.493, -2.191, -1.914], [1.308, 2.106, 3.822], [4.620, 7.191, -2.615], [3.853, 6.686, -2.033], [-0.305, 2.378, -2.068], [-2.594, -1.855, 1.673], [2.708, 4.719, -1.865], [-0.159, -4.368, -3.754], [1.406, -0.089, -1.583], [2.843, 1.659, -0.165], [-4.336, 1.695, -0.044], [4.726, 4.814, -0.849], [-2.180, 1.350, -2.171], [3.268, 0.987, 3.781], [-4.099, -1.116, -0.352], [3.010, 1.283, 2.767], [-3.561, -0.239, -0.696], [-0.836, -1.466, -1.438], [4.516, 4.745, -2.832], [-1.535, 1.321, -0.068], [0.596, -2.824, -2.241], [-0.623, 0.168, 2.294], [2.848, -7.334, -3.685], [-2.668, -0.292, 1.672], [0.558, -8.453, -2.167], [-4.328, 0.693, 4.197], [1.802, 2.228, 2.863], [-0.195, -6.515, -3.055], [2.384, -6.748, -2.069], [0.552, -8.095, -4.128], [0.730, -2.672, -0.504], [-0.500, -1.111, 0.640], [-4.483, 1.435, -1.753], [-4.100, 0.071, 2.137]],
  "lumo_ev": 0.4,
  "smiles": "C#CC[C@]1(CC)C(=O)O[C@@H](CCCSC(=S)N(CC)CC)[C@]1(CC)C[C@H](C)Cl.O=C1OC[C@@H](F)O1.O=C1OC[C@@H](F)O1"
}

{
  "formula": "C28H42CoO14",
  "method": "ωB97M-V with the def2-TZVPD basis set",
  "species": ["H", "O", "H", "O", "H", "H", "H", "Co", "H", "C", "C", "H", "H", "H", "H", "H", "H", "C", "C", "O", "C", "H", "H", "H", "C", "H", "H", "H", "O", "H", "O", "C", "O", "H", "H", "O", "H", "H", "O", "H", "C", "H", "C", "C", "H", "O", "C", "C", "C", "H", "C", "C", "C", "H", "H", "H", "C", "H", "H", "H", "H", "H", "H", "C", "C", "C", "H", "O", "O", "H", "C", "O", "H", "O", "H", "H", "O", "C", "C", "C", "C", "C", "H", "C", "C"],
  "positions_angstrom": [[3.808, -3.224, -2.380], [-1.682, -1.086, 0.244], [-4.815, 4.346, 1.155], [-1.209, 1.390, -1.279], [-4.994, -3.422, 0.506], [0.108, -3.778, 4.884], [-5.383, 1.757, 0.268], [-0.146, 0.347, 0.260], [3.527, 4.240, 3.133], [3.197, -3.931, -0.434], [0.929, -1.953, 5.411], [-4.006, 3.677, -0.223], [-3.485, 0.415, -4.853], [3.221, 0.013, -5.083], [-2.159, 4.193, 1.518], [5.408, 2.917, 2.428], [2.603, -4.611, -2.335], [-4.173, 1.011, -2.948], [4.566, 2.858, 1.740], [1.830, -2.814, -1.926], [2.786, 0.896, -4.614], [3.577, 1.277, 2.840], [-4.983, 1.724, -2.793], [3.844, 0.771, 1.241], [0.947, -0.753, 4.431], [-3.162, -4.937, 0.807], [-4.890, -3.623, -1.187], [-1.310, 0.304, -3.914], [-1.379, 1.579, 1.523], [1.771, -3.696, 4.363], [1.787, 0.555, -3.647], [-2.559, 1.990, 1.602], [2.280, 3.506, 1.714], [2.310, 1.487, -5.396], [4.108, 2.444, -4.430], [0.305, -2.580, 3.239], [1.955, -0.372, 4.268], [3.998, 1.510, -1.669], [-3.316, 0.991, -1.849], [-2.855, -4.707, -0.930], [-3.821, -1.950, -0.441], [-5.354, 1.949, 2.021], [-3.037, -4.197, 0.017], [-4.285, -3.362, -0.319], [2.903, -4.902, -0.036], [1.245, 1.584, 1.148], [-2.396, -2.073, 0.103], [-4.191, 3.511, 0.838], [-2.936, 3.447, 1.686], [-4.773, 0.109, -3.065], [-3.314, 1.214, -4.131], [3.379, 1.839, -2.504], [-1.838, 1.212, -3.624], [-3.719, -1.396, -1.374], [3.063, 2.882, -2.471], [3.796, 4.832, 1.409], [3.631, 1.667, 1.824], [-4.385, -1.315, 0.243], [2.057, -3.251, 1.168], [3.232, -2.083, 0.723], [-1.241, 2.103, -3.820], [-3.470, 2.166, -4.639], [0.129, -1.947, 6.152], [0.487, -1.289, 3.132], [2.276, 2.215, 1.522], [1.606, -2.237, -0.745], [4.765, 0.905, -3.856], [-3.633, 1.264, 1.315], [0.583, -1.515, -0.604], [1.822, -1.961, 6.036], [2.100, 1.023, -2.406], [0.362, -0.683, 2.043], [4.260, -3.799, -0.230], [-2.024, -3.291, 0.265], [0.252, -0.012, 4.827], [4.995, 2.931, 0.740], [1.395, 0.772, -1.438], [3.585, 3.994, 2.073], [-2.045, 1.293, -2.119], [3.883, 1.546, -3.855], [-4.765, 2.065, 1.112], [2.943, -3.675, -1.893], [-3.284, 3.614, 2.705], [0.865, -3.102, 4.488], [2.539, -2.809, 0.296]],
  "charge": 2,
  "lumo_ev": [-3.9, -3.9],
  "multiplicity": 4,
  "de_lowest_kcal_mol": 14.6
}